(1)
This record from the Open Molecules 2025 dataset describes C20H20IrN7OS as an isolated structure. The level of theory is the ωB97M-V functional and the def2-TZVPD basis.

CARTESIAN COORDINATES (ANGSTROEM)
Ir -0.64 -1.28 -1.86
N 2.51 0.08 -4.48
C 1.45 -0.52 -3.93
S 1.58 -0.84 -2.17
N 0.47 -0.87 -4.72
N -0.54 -1.44 -4.00
C -1.35 -2.26 -4.55
C -2.29 -2.95 -3.65
C -3.31 -3.75 -4.13
C -4.12 -4.42 -3.23
C -3.89 -4.28 -1.87
C -2.85 -3.48 -1.45
N -2.06 -2.82 -2.32
H 3.34 0.28 -3.94
H 2.54 0.21 -5.48
H -1.29 -2.49 -5.60
H -3.45 -3.85 -5.19
H -4.93 -5.04 -3.59
H -4.50 -4.80 -1.14
H -2.61 -3.36 -0.41
C 4.81 0.10 5.67
C 3.76 0.65 4.79
C 3.91 1.92 4.18
C 2.95 2.44 3.36
C 1.76 1.68 3.11
N 0.75 2.10 2.33
C 0.60 3.39 1.72
O 1.31 4.31 2.00
N -0.51 3.51 0.93
C -1.30 2.55 0.25
C -2.64 2.83 0.03
C -3.41 1.94 -0.68
C -2.83 0.78 -1.16
N -1.53 0.51 -0.94
C -0.78 1.38 -0.27
C 1.61 0.39 3.72
C 2.58 -0.10 4.53
H 5.62 0.80 5.86
H 5.24 -0.80 5.21
H 4.38 -0.23 6.62
H 4.81 2.50 4.37
H 3.07 3.42 2.91
H -0.04 1.47 2.25
H -0.73 4.48 0.76
H -3.08 3.75 0.41
H -4.46 2.14 -0.88
H -3.39 0.05 -1.73
H 0.28 1.14 -0.21
H 0.71 -0.18 3.53
H 2.46 -1.07 4.99

Calculated values
Spin multiplicity: 5
ΔE to the lowest compared entry with this formula, charge and spin in kcal/mol: 3.3
Charge: +2
Gap between HOMO and LUMO (spin up / spin down) in eV: 6.98 / 4.80

Löwdin atomic charge list, values in e, 4 entries:
1. Ir 0.992
2. N 0.102
3. C -0.793
4. S 0.535

---

(2)
This record from the Open Molecules 2025 dataset describes the molecule C20H20N2 in a non-equilibrium geometry. The level of theory is the ωB97M-V functional and the def2-TZVPD basis.

CARTESIAN COORDINATES (ANGSTROEM)
N -1.21 -0.77 -1.60
C -1.80 -1.63 -0.80
C 0.98 -1.97 3.17
C -1.53 -1.26 0.57
C -0.82 -0.15 0.52
C -0.09 -1.31 3.74
C 2.81 1.17 -4.47
C 0.36 3.74 -1.19
C 2.39 -0.03 -3.94
C -0.19 2.55 -0.69
C 2.46 2.38 -3.93
C 1.27 3.68 -2.26
C 1.50 -0.01 -2.87
C 0.10 1.29 -1.28
C 1.58 2.44 -2.83
C 1.04 1.24 -2.33
N -0.60 0.16 -0.80
C -2.67 -2.72 -1.26
C -0.20 -1.18 5.22
C -1.83 -1.79 1.92
C -0.48 0.38 1.87
C -1.12 -0.70 2.82
H 1.10 -2.11 2.12
H 1.72 -2.50 3.75
H 3.54 1.17 -5.27
H 0.09 4.69 -0.76
H 2.69 -0.99 -4.32
H -0.94 2.55 0.07
H 2.92 3.27 -4.40
H 1.64 4.62 -2.67
H 1.11 -0.89 -2.43
H -2.58 -3.53 -0.54
H -3.68 -2.32 -1.28
H -2.36 -3.07 -2.26
H 0.29 -2.01 5.71
H 0.31 -0.31 5.60
H -1.27 -1.15 5.51
H -2.93 -1.82 2.11
H -1.39 -2.77 2.08
H -0.97 1.33 1.99
H 0.58 0.55 1.95
H -1.86 -0.20 3.44

Calculated values
ΔE to the lowest compared entry with this formula, charge and spin in kcal/mol: 18.0
SMILES: C=C(C)[C@@H]1Cc2c(C)nn(-c3cccc4ccccc34)c2C1
Charge: 0
Gap between HOMO and LUMO in eV: 8.16

Löwdin atomic charge list, values in e, 4 entries:
1. N 0.144
2. C -0.287
3. C 0.058
4. C -0.148

---

(3)
This record from the Open Molecules 2025 dataset describes the molecule C20H20N4O3S in a non-equilibrium geometry. The level of theory is the ωB97M-V functional and the def2-TZVPD basis.

CARTESIAN COORDINATES (ANGSTROEM)
C 1.62 3.50 1.38
H 1.36 3.89 2.37
H 2.69 3.59 1.23
H 1.10 4.08 0.61
O 1.34 2.13 1.27
C 0.06 1.71 1.48
C -0.14 0.33 1.42
C -1.40 -0.21 1.62
C -2.47 0.63 1.90
C -2.27 2.00 1.96
C -1.02 2.55 1.74
H -0.90 3.62 1.78
H -3.11 2.65 2.17
H -3.45 0.22 2.07
C -1.61 -1.70 1.52
N -0.98 -2.28 0.34
C -1.09 -1.73 -0.88
O -0.41 -2.09 -1.83
C -2.09 -0.65 -1.03
C -1.85 0.57 -1.63
S -3.30 1.46 -1.63
N -4.10 0.21 -0.90
N -3.38 -0.78 -0.65
H -0.93 0.95 -2.02
C -0.06 -3.39 0.52
H -0.06 -3.99 -0.39
H -0.40 -4.00 1.36
C 1.36 -2.87 0.80
O 1.85 -2.86 1.91
N 1.96 -2.41 -0.31
H 1.43 -2.42 -1.18
C 3.23 -1.73 -0.30
C 3.16 -0.28 -0.71
C 4.12 0.61 -0.24
C 4.12 1.93 -0.64
C 3.15 2.39 -1.52
C 2.19 1.52 -1.99
C 2.19 0.19 -1.59
H 1.43 -0.47 -1.99
H 1.43 1.87 -2.68
H 3.15 3.42 -1.83
H 4.88 2.60 -0.27
H 4.87 0.25 0.45
H 3.92 -2.25 -0.97
H 3.61 -1.80 0.73
H -1.15 -2.18 2.39
H -2.68 -1.93 1.52
H 0.71 -0.30 1.22

Calculated values
ΔE to the lowest compared entry with this formula, charge and spin in kcal/mol: 40.0
SMILES: COc1cccc(CN(CC(=O)NCc2ccccc2)C(=O)c2csnn2)c1
Charge: 0
Gap between HOMO and LUMO in eV: 8.87

Löwdin atomic charge list, values in e, 4 entries:
1. C -0.086
2. H 0.098
3. H 0.083
4. H 0.097

---

(4)
This record from the Open Molecules 2025 dataset describes a 2-piece molecular cluster, C20H20N6O5S overall in a non-equilibrium geometry. The level of theory is the ωB97M-V functional and the def2-TZVPD basis.

CARTESIAN COORDINATES (ANGSTROEM)
C -3.82 -2.36 2.71
C -2.87 -1.17 2.53
C -2.66 -0.95 1.03
C -3.47 0.06 3.20
C -1.51 -1.43 3.21
C -0.91 -2.78 2.86
C 0.50 -2.99 3.32
N 1.26 -1.75 3.12
C 2.65 -1.73 2.97
C 3.15 -0.44 2.78
C 4.52 -0.22 2.60
C 5.37 -1.34 2.57
C 4.87 -2.64 2.74
C 3.49 -2.84 2.97
S 1.86 0.75 2.84
C 0.64 -0.54 3.01
N -0.63 -0.29 2.94
H -3.96 -2.61 3.77
H -4.82 -2.13 2.30
H -3.46 -3.25 2.19
H -1.87 -0.21 0.88
H -2.36 -1.89 0.54
H -3.57 -0.59 0.55
H -2.73 0.86 3.22
H -4.36 0.43 2.67
H -3.75 -0.17 4.24
H -1.71 -1.43 4.31
H -1.54 -3.58 3.25
H -0.93 -2.89 1.77
H 0.54 -3.25 4.38
H 0.99 -3.77 2.74
H 4.90 0.80 2.51
H 6.44 -1.20 2.42
H 5.55 -3.50 2.72
H 3.09 -3.83 3.14
O -2.44 6.12 -2.08
N -1.60 6.13 -1.15
O -0.60 6.86 -1.16
C -1.78 5.22 -0.04
C -0.86 5.17 1.02
C -1.00 4.17 2.01
N -0.22 4.34 3.22
O 0.68 5.23 3.17
O -0.45 3.67 4.23
C -2.03 3.19 1.97
C -3.03 3.32 0.97
N -4.23 2.67 0.85
O -4.85 3.40 -0.23
N -4.06 4.37 -0.75
C -2.90 4.30 -0.06
H -0.11 5.94 1.12
H -2.12 2.42 2.73

Calculated values
ΔE to the lowest compared entry with this formula, charge and spin in kcal/mol: 193.0
SMILES: O=[N+]([O-])c1cc([N+](=O)[O-])c2nonc2c1.CC(C)(C)[C@H]1CCN2C(=N1)Sc1ccccc12
Charge: 0
Gap between HOMO and LUMO in eV: 5.41

Löwdin atomic charge list, values in e, 4 entries:
1. C -0.060
2. C -0.571
3. C -0.048
4. C -0.055

---

(5)
This record from the Open Molecules 2025 dataset describes C20H21AuBN6S2 as an isolated structure. The level of theory is the ωB97M-V functional and the def2-TZVPD basis.

CARTESIAN COORDINATES (ANGSTROEM)
Au 0.02 0.56 -0.29
C -5.34 -3.81 -1.11
C -4.55 -4.90 -1.43
C -3.17 -4.75 -1.47
C -2.59 -3.52 -1.22
C -3.38 -2.42 -0.90
C -4.76 -2.57 -0.85
N -1.15 -3.47 -1.29
N -0.71 -2.32 -1.26
C 0.71 -2.19 -1.34
C 1.50 -3.23 -1.83
C 2.87 -3.06 -1.90
C 3.43 -1.86 -1.46
C 2.63 -0.85 -0.97
C 1.23 -0.97 -0.91
H -6.42 -3.91 -1.07
H -5.00 -5.86 -1.63
H -2.52 -5.59 -1.71
H -2.91 -1.47 -0.69
H -5.38 -1.72 -0.59
H 1.03 -4.15 -2.15
H 3.50 -3.85 -2.29
H 4.51 -1.72 -1.52
H 3.09 0.07 -0.65
C -0.02 3.52 -2.48
N 0.37 4.03 -1.18
C 1.40 4.92 -0.92
C 1.49 5.01 0.42
N 0.55 4.18 0.99
B 0.43 3.90 2.54
N 1.02 2.48 2.73
C 2.33 2.19 2.43
C 2.52 0.86 2.55
N 1.29 0.33 2.90
C 0.99 -1.07 3.06
C 0.37 1.33 3.05
S -1.21 1.08 3.56
C -0.12 3.58 0.01
S -1.39 2.41 0.17
H 0.54 4.06 -3.24
H -1.09 3.67 -2.63
H 0.19 2.46 -2.54
H 1.94 5.40 -1.71
H 2.14 5.61 1.04
H -0.71 3.95 2.89
H 1.16 4.72 3.07
H 3.03 2.96 2.14
H 3.39 0.25 2.40
H 1.89 -1.64 2.84
H 0.19 -1.36 2.38
H 0.65 -1.27 4.08

Calculated values
Charge: -1
Gap between HOMO and LUMO in eV: 6.20

Löwdin atomic charge list, values in e, 4 entries:
1. Au 0.605
2. C -0.107
3. C -0.104
4. C -0.047

---

(6)
This record from the Open Molecules 2025 dataset describes C20H21BF6N15NaO6S2 as an isolated structure in a non-equilibrium geometry. The level of theory is the ωB97M-V functional and the def2-TZVPD basis.

CARTESIAN COORDINATES (ANGSTROEM)
Na 0.14 -0.11 -0.80
C -0.59 -1.41 4.25
C -0.83 -1.62 2.89
N -1.30 -0.53 2.30
N -1.39 0.40 3.27
C -0.97 -0.10 4.45
B -1.83 1.86 3.02
N -0.65 2.67 2.46
C 0.09 3.58 3.13
C 1.09 4.02 2.30
C 0.87 3.31 1.10
N -0.16 2.49 1.22
N -3.08 1.97 2.15
C -4.29 2.32 2.61
C -5.18 2.29 1.56
C -4.39 1.89 0.47
N -3.13 1.70 0.83
H -0.19 -2.10 4.98
H -0.64 -2.50 2.29
H -0.97 0.52 5.33
H -2.11 2.33 4.10
H -0.17 3.83 4.15
H 1.86 4.74 2.51
H 1.42 3.32 0.18
H -4.43 2.56 3.65
H -6.23 2.51 1.57
H -4.67 1.73 -0.55
F 0.19 -2.65 -6.03
C 0.87 -2.54 -4.88
F 1.06 -3.78 -4.40
F 2.08 -2.02 -5.16
S 0.04 -1.43 -3.67
O 0.84 -1.51 -2.49
O -0.06 -0.17 -4.34
N -1.34 -2.21 -3.56
S -2.30 -1.96 -2.34
O -1.74 -1.09 -1.33
O -2.93 -3.18 -1.93
C -3.67 -0.94 -3.05
F -4.22 -1.51 -4.13
F -3.24 0.27 -3.40
F -4.64 -0.80 -2.13
N -0.37 1.97 -1.91
N 0.89 2.56 -2.22
C 2.07 1.75 -2.00
O 3.04 2.08 -2.70
O 1.98 0.89 -1.10
H -0.87 1.73 -2.76
H -0.91 2.58 -1.32
H 0.93 2.98 -3.14
N 0.15 -4.25 -0.81
C 1.38 -4.05 -0.28
N 2.37 -4.88 -0.61
C 3.51 -4.63 0.03
N 4.57 -5.46 -0.24
N 3.73 -3.66 0.92
C 2.67 -2.88 1.13
N 1.48 -3.03 0.58
C 2.83 -1.69 2.02
C 3.81 -1.68 3.01
C 3.89 -0.55 3.81
C 3.03 0.50 3.57
C 2.10 0.39 2.54
N 1.99 -0.69 1.78
H 0.08 -4.76 -1.67
H -0.49 -3.48 -0.66
H 4.51 -5.94 -1.12
H 5.47 -5.05 -0.03
H 4.46 -2.53 3.13
H 4.63 -0.49 4.61
H 3.06 1.41 4.15
H 1.42 1.19 2.31

Calculated values
ΔE to the lowest compared entry with this formula, charge and spin in kcal/mol: 36.8
Charge: -2
Gap between HOMO and LUMO in eV: 6.74

Löwdin atomic charge list, values in e, 4 entries:
1. Na 0.277
2. C -0.100
3. C -0.199
4. N 0.094

---

(7)
This record from the Open Molecules 2025 dataset describes C20H21BrN2O2Ti as an isolated structure in a non-equilibrium geometry. The level of theory is the ωB97M-V functional and the def2-TZVPD basis.

CARTESIAN COORDINATES (ANGSTROEM)
C -4.17 -0.07 0.49
C -4.20 1.23 -0.32
H -4.17 -0.94 -0.16
H -5.10 -0.11 1.06
H -3.36 -0.17 1.21
H -3.48 1.29 -1.13
H -5.19 1.33 -0.78
H -4.07 2.11 0.32
C 0.66 -2.85 0.11
C 1.44 -3.94 -0.26
C 2.52 -3.77 -1.14
C 2.79 -2.50 -1.64
H -0.20 -2.93 0.78
H 1.20 -4.93 0.14
H 3.14 -4.61 -1.45
H 3.61 -2.30 -2.33
N 0.94 -1.60 -0.38
C 1.99 -1.43 -1.26
C 2.24 -0.05 -1.69
N 1.43 0.90 -1.12
C 1.67 2.21 -1.36
C 3.47 1.66 -2.88
C 2.65 2.62 -2.27
H 1.04 2.92 -0.82
H 2.78 3.68 -2.46
C 3.26 0.32 -2.59
H 3.88 -0.48 -3.00
H 4.24 1.95 -3.59
Ti 0.05 0.19 0.34
C -1.30 1.56 -0.03
H -1.45 1.84 -1.08
H -1.20 2.47 0.58
H -2.17 0.99 0.31
Br -0.08 2.94 3.87
C 1.01 1.61 4.66
C 1.45 1.71 5.99
C 2.15 0.65 6.58
C 2.41 -0.51 5.85
C 1.97 -0.64 4.53
C 1.28 0.44 3.94
C 0.74 0.36 2.60
O 1.21 1.11 1.66
O -0.24 -0.41 2.25
H 1.20 2.61 6.55
H 2.50 0.76 7.61
H 2.92 -1.34 6.34
H 2.13 -1.55 3.95

Calculated values
Spin multiplicity: 3
ΔE to the lowest compared entry with this formula, charge and spin in kcal/mol: 3.4
Charge: 0
Gap between HOMO and LUMO (spin up / spin down) in eV: 5.54 / 8.65

Löwdin atomic charge list, values in e, 4 entries:
1. C -0.157
2. C -0.191
3. H 0.066
4. H 0.065

---

(8)
This record from the Open Molecules 2025 dataset describes C20H21BrN2O2Ti as an isolated structure in a non-equilibrium geometry. The level of theory is the ωB97M-V functional and the def2-TZVPD basis.

CARTESIAN COORDINATES (ANGSTROEM)
C -2.50 -1.22 0.69
C -2.10 1.24 -1.62
H -1.98 -1.96 0.04
H -3.27 -0.72 0.03
H -2.56 -1.20 1.78
H -2.62 0.29 -1.88
H -2.77 1.72 -0.88
H -1.33 1.71 -2.23
C 0.18 -2.53 0.61
C 0.93 -3.67 0.37
C 1.89 -3.65 -0.63
C 2.11 -2.47 -1.33
H -0.60 -2.49 1.38
H 0.72 -4.56 0.97
H 2.47 -4.54 -0.86
H 2.86 -2.38 -2.11
N 0.25 -1.45 -0.21
C 1.31 -1.35 -1.06
C 1.56 -0.02 -1.62
N 0.65 0.95 -1.32
C 0.90 2.23 -1.65
C 2.91 1.61 -2.80
C 2.00 2.59 -2.42
H 0.18 2.96 -1.28
H 2.11 3.63 -2.71
C 2.71 0.30 -2.37
H 3.40 -0.50 -2.61
H 3.77 1.86 -3.42
Ti -1.23 0.22 0.00
C -1.33 2.41 0.57
H -1.76 3.15 -0.13
H -0.37 2.79 0.94
H -2.00 2.36 1.45
Br -0.42 2.89 4.26
C 0.67 1.44 4.78
C 1.23 1.39 6.06
C 2.10 0.35 6.41
C 2.40 -0.64 5.47
C 1.85 -0.59 4.19
C 0.97 0.44 3.84
C 0.61 0.62 2.37
O 1.54 0.99 1.63
O -0.61 0.40 1.94
H 1.00 2.18 6.78
H 2.54 0.32 7.41
H 3.08 -1.45 5.73
H 2.11 -1.32 3.43

Calculated values
Spin multiplicity: 3
ΔE to the lowest compared entry with this formula, charge and spin in kcal/mol: 104.3
Charge: 0
Gap between HOMO and LUMO (spin up / spin down) in eV: 6.00 / 6.33

Löwdin atomic charge list, values in e, 4 entries:
1. C -0.225
2. C -0.148
3. H -0.013
4. H 0.007

---

(9)
This record from the Open Molecules 2025 dataset describes C20H21CeClFN3O2Si as an isolated structure in a non-equilibrium geometry. The level of theory is the ωB97M-V functional and the def2-TZVPD basis.

CARTESIAN COORDINATES (ANGSTROEM)
Ce 0.84 0.72 -0.21
C -2.05 0.31 -0.99
Si -2.07 -1.03 0.35
C -2.55 -2.66 -0.40
C -3.22 -0.51 1.71
N -0.37 -0.95 0.85
C 0.28 -1.71 1.81
C -0.31 -2.72 2.59
C 0.43 -3.42 3.52
C 1.77 -3.16 3.72
C 2.40 -2.17 2.98
C 1.63 -1.50 2.07
F 2.24 -0.47 1.29
H -3.02 0.32 -1.49
H -1.34 0.14 -1.81
H -1.93 1.33 -0.59
H -3.59 -2.57 -0.74
H -2.51 -3.47 0.33
H -1.95 -2.95 -1.26
H -4.22 -0.37 1.29
H -2.91 0.42 2.19
H -3.30 -1.27 2.49
H -1.36 -2.93 2.44
H -0.05 -4.20 4.11
H 2.34 -3.72 4.45
H 3.45 -1.93 3.11
O 3.18 4.13 -0.67
C 2.22 3.43 -0.59
O 2.13 2.15 -1.05
C 0.96 3.91 0.11
C 0.76 5.26 0.27
C -0.40 5.69 0.90
C -1.30 4.74 1.37
C -1.02 3.40 1.19
N 0.09 2.98 0.57
H 1.50 5.95 -0.10
H -0.60 6.74 1.03
H -2.21 5.03 1.88
H -1.68 2.64 1.57
Cl -0.18 -3.69 -4.14
C 0.83 -2.36 -3.79
C 1.73 -1.87 -4.73
C 2.53 -0.79 -4.38
C 2.40 -0.23 -3.12
N 1.52 -0.70 -2.22
C 0.76 -1.76 -2.55
H 1.80 -2.32 -5.71
H 3.25 -0.38 -5.07
H 3.00 0.62 -2.82
H 0.08 -2.14 -1.80

Calculated values
Charge: +2
Gap between HOMO and LUMO (spin up / spin down) in eV: 5.65 / 5.64

Löwdin atomic charge list, values in e, 4 entries:
1. Ce 1.633
2. C -0.159
3. Si 0.435
4. C -0.130

---

Number 1: energy -1734.61465 Ha. Number 2: energy -883.58590 Ha. Number 3: energy -1617.06724 Ha. Number 4: energy -1876.75896 Ha. Number 5: energy -2060.31790 Ha. Number 6: energy -3630.56320 Ha. Number 7: energy -4458.20580 Ha. Number 8: energy -4458.04498 Ha. Number 9: energy -2413.71959 Ha.